[1]
The following is a DFT calculation (ωB97M-V with the def2-TZVPD basis set) of a structure of composition H14O7 at a distorted geometry.

Output
**Net charge**: 0
**DFT total energy**: -14555.1772 eV
**LUMO level**: -0.42 eV
**Orbital gap**: 0.3462 hartree
**HOMO level**: -0.3616 Eh

Last column: natural (NBO) charge in e.
Atoms and positions in Å:
O 0.699 -1.132 -1.259  -0.867
H -0.007 -1.723 -0.998  0.520
H 1.309 -1.145 -0.521  0.489
O 0.539 0.677 -0.093  -0.956
H 0.461 0.039 0.616  0.461
H 0.581 0.146 -0.889  0.477
O -1.980 0.911 -0.598  -0.976
H -2.608 1.608 -0.788  0.469
H -1.129 1.350 -0.597  0.495
O -1.372 -0.639 2.417  -0.970
H -0.955 -0.647 1.556  0.474
H -2.200 -0.178 2.280  0.483
O 0.181 -0.655 -3.291  -0.957
H 0.605 -0.579 -2.436  0.452
H -0.534 -1.275 -3.150  0.441
O 0.549 -1.098 1.474  -0.949
H 0.504 -1.427 2.372  0.538
H 1.486 -1.006 1.300  0.487
O 1.544 2.478 0.669  -0.999
H 1.189 1.624 0.423  0.449
H 1.139 2.672 1.514  0.440

[2]
The following is a DFT calculation (ωB97M-V with the def2-TZVPD basis set) of a cluster of 7 separate species, H14O7 in total at a distorted geometry.

Output
**2S+1**: 2
**Net charge**: +1
**DFT total energy**: -14548.8192 eV
**⟨S²⟩**: 0.7567
**LUMO level (alpha / beta)**: -3.22 / -10.81 eV
**Orbital gap (alpha / beta)**: 0.4346 / 0.1051 hartree
**HOMO level (alpha / beta)**: -0.5528 / -0.5025 Eh

Last column: natural (NBO) charge in e.
Atoms and positions in Å:
O 0.070 1.811 -2.374  -0.577
H 0.367 1.633 -1.482  0.495
H -0.108 0.946 -2.744  0.499
O -1.728 0.653 2.003  -0.936
H -2.048 -0.154 1.600  0.452
H -2.353 0.835 2.705  0.484
O -1.410 -0.470 -3.050  -0.897
H -2.055 0.118 -3.443  0.480
H -1.555 -0.391 -2.108  0.486
O 0.850 -0.107 0.114  -0.893
H -0.042 -0.453 0.149  0.486
H 1.400 -0.830 0.415  0.492
O 3.428 -1.163 1.136  -0.975
H 3.540 -1.306 0.196  0.489
H 3.705 -1.986 1.539  0.503
O 2.319 1.202 2.433  -0.604
H 1.636 0.737 2.916  0.487
H 2.593 0.587 1.753  0.501
O -2.499 -0.473 -0.675  -0.965
H -3.290 -0.094 -1.058  0.501
H -2.823 -1.096 -0.024  0.491

[3]
The following is a DFT calculation (ωB97M-V with the def2-TZVPD basis set) of a cluster of 7 separate species, H14S7 in total at a distorted geometry.

Output
**Net charge**: 0
**DFT total energy**: -76071.5632 eV
**SMILES string**: S.S.S.S.S.S.S
**LUMO level**: 0.09 eV
**Orbital gap**: 0.3601 hartree
**HOMO level**: -0.3569 Eh

Last column: natural (NBO) charge in e.
Atoms and positions in Å:
S -3.870 1.978 -2.819  -0.307
H -2.840 2.818 -3.352  0.163
H -4.759 2.934 -2.535  0.144
S 2.950 3.885 1.400  -0.300
H 2.620 5.141 1.442  0.139
H 1.706 3.298 1.161  0.162
S 2.972 -0.140 4.973  -0.301
H 3.499 0.628 4.042  0.147
H 2.670 0.673 5.989  0.153
S 0.932 -3.128 1.176  -0.303
H 2.029 -2.346 0.941  0.161
H 0.526 -2.960 2.379  0.143
S 4.855 1.557 -3.716  -0.290
H 4.947 2.813 -3.545  0.140
H 4.341 0.978 -2.651  0.150
S -3.868 -1.783 3.924  -0.302
H -2.959 -1.768 2.889  0.154
H -4.763 -2.627 3.363  0.148
S -3.982 -2.658 -5.028  -0.257
H -2.673 -2.590 -4.873  0.137
H -4.182 -2.375 -3.821  0.120

[4]
The following is a DFT calculation (ωB97M-V with the def2-TZVPD basis set) of a cluster of 7 separate species, H15NO6 in total at a distorted geometry.

Output
**Net charge**: 0
**DFT total energy**: -14019.1881 eV
**SMILES string**: N.O.O.O.O.O.O
**LUMO level**: 0.36 eV
**Orbital gap**: 0.4044 hartree
**HOMO level**: -0.3912 Eh

Last column: natural (NBO) charge in e.
Atoms and positions in Å:
N 0.902 1.877 -0.756  -1.118
H 0.647 2.219 0.164  0.384
H 1.565 1.130 -0.561  0.381
H 1.399 2.571 -1.297  0.366
O -1.247 -2.055 0.453  -0.983
H -1.067 -2.952 0.145  0.471
H -1.470 -1.619 -0.388  0.498
O -2.069 -1.396 -2.204  -0.968
H -2.031 -0.470 -1.900  0.497
H -1.380 -1.458 -2.872  0.472
O 2.430 -1.307 0.228  -0.985
H 1.771 -1.450 0.928  0.504
H 2.074 -1.588 -0.616  0.464
O 0.515 1.700 2.341  -0.959
H 0.690 2.586 2.664  0.480
H 1.371 1.254 2.327  0.486
O 0.486 -1.234 2.335  -0.975
H -0.004 -0.418 2.176  0.485
H -0.189 -1.899 2.089  0.501
O -1.706 1.265 -1.901  -0.999
H -1.818 2.214 -1.893  0.491
H -0.869 1.031 -1.460  0.508

[5]
The following is a DFT calculation (ωB97M-V with the def2-TZVPD basis set) of a structure of composition H15NaO8 at a distorted geometry.

Output
**Net charge**: 0
**DFT total energy**: -21020.4262 eV
**LUMO level**: -0.77 eV
**Orbital gap**: 0.3227 hartree
**HOMO level**: -0.3511 Eh

Last column: natural (NBO) charge in e.
Atoms and positions in Å:
Na 1.742 1.344 -0.379  0.941
O 0.380 0.293 -0.135  -0.870
H 0.179 -0.550 0.317  0.480
O -1.698 0.618 -0.194  -0.970
H -0.778 0.481 -0.418  0.390
H -1.874 -0.019 0.499  0.474
O -0.892 -2.452 0.688  -0.973
H -1.804 -2.540 0.411  0.456
H -0.457 -2.028 -0.052  0.423
O -0.425 -1.438 -1.101  -0.896
H -0.128 -1.439 -2.011  0.495
H 0.030 -0.698 -0.700  0.406
O 0.785 1.683 1.360  -0.970
H 0.365 1.115 0.715  0.417
H 1.306 1.088 1.900  0.452
O -0.615 -0.313 1.768  -0.832
H -0.082 -0.309 0.973  0.316
H -1.027 0.551 1.784  0.480
O 1.958 -0.759 -0.927  -0.946
H 1.220 -0.363 -0.464  0.398
H 2.322 -0.046 -1.452  0.412
O 0.089 2.174 -0.702  -0.969
H -0.074 1.263 -0.460  0.401
H -0.522 2.345 -1.419  0.486

[6]
The following is a DFT calculation (ωB97M-V with the def2-TZVPD basis set) of a cluster of 8 separate species, H15O7S in total at a distorted geometry.

Output
**Net charge**: -1
**DFT total energy**: -25412.5161 eV
**LUMO level**: 3.12 eV
**Orbital gap**: 0.2558 hartree
**HOMO level**: -0.1411 Eh

Last column: natural (NBO) charge in e.
Atoms and positions in Å:
S -0.639 1.802 -1.758  -0.947
H -1.304 0.646 -1.554  0.055
H 1.620 1.463 -2.094  0.499
H 2.219 0.116 -1.691  0.465
O 2.235 1.063 -1.419  -0.991
H 2.275 -1.748 -0.592  0.469
H 0.820 -2.378 -0.479  0.506
O 1.548 -2.125 -1.045  -0.980
H 1.153 -1.673 2.619  0.472
H 1.968 -0.413 2.456  0.476
O 2.047 -1.316 2.893  -0.948
H -1.030 -1.656 1.380  0.492
H -1.663 -2.534 0.154  0.511
O -0.910 -2.399 0.770  -1.011
H -2.074 1.242 0.820  0.476
H -0.532 1.347 0.339  0.513
O -1.210 0.773 0.891  -1.063
H -1.996 -1.777 -2.404  0.487
H -2.037 -0.888 -1.120  0.504
O -2.279 -1.800 -1.468  -0.984
H -0.393 1.808 2.648  0.489
H 0.563 2.904 1.919  0.488
O -0.111 2.668 2.586  -0.980

Which energy relative to the best compared isomer or geometry (same formula, charge and spin) belongs to each record? In order, 6.284 1.189 1.343 0.648 21.231 2.024 eV.